Here is a 7-piece molecular cluster, C21H55ClN2O11PS6 overall from the Open Molecules 2025 dataset. Energies are from ωB97M-V/def2-TZVPD.

Electronic energy = -4960.44751 Eh
Orbital gap = 5.898 eV
Multiplicity = 1
Net charge = +1
Max |F| = 0.46 eV/Å
LUMO energy = -3.5 eV

Each atom is followed by the atoms it is bonded to, with distances in Å.
Element x y z (Å)
1 C -0.402 4.479 -3.385  O2 1.405, H19 1.091, H20 1.095, H21 1.096
2 O 0.271 3.248 -3.299  C1 1.405, C3 1.425
3 C 0.039 2.488 -2.117  O2 1.425, C4 1.540, H22 1.094, H23 1.091
4 C 1.353 1.971 -1.499  C3 1.540, C5 1.522, H24 1.090, H25 1.087
5 C 2.597 2.725 -1.948  C4 1.522, C6 1.524, H26 1.093, H27 1.090
6 C 2.621 4.137 -1.372  C5 1.524, C7 1.523, H28 1.093, H29 1.090
7 C 3.666 5.042 -2.010  C6 1.523, C8 1.546, O18 1.433, H30 1.095
8 C 4.925 5.136 -1.118  C7 1.546, N9 1.513, H31 1.087, H32 1.089
9 N 5.708 6.424 -1.258  C8 1.513, C10 1.495, H33 1.023, H34 1.027
10 C 4.818 7.618 -1.378  N9 1.495, P11 1.887, C14 1.526, H35 1.093
11 P 5.732 9.266 -1.471  C10 1.887, O12 1.602, Cl13 2.091
12 O 4.656 10.228 -0.775  P11 1.602, H36 0.971
13 Cl 7.020 8.748 0.093  P11 2.091
14 C 3.947 7.324 -2.596  C10 1.526, O15 1.374, O18 1.393, H37 1.111
15 O 3.291 8.491 -2.902  C14 1.374, N16 1.568
16 N 2.502 8.371 -4.252  O15 1.568, O17 1.134
17 O 3.095 8.863 -5.084  N16 1.134
18 O 3.050 6.312 -2.261  C7 1.433, C14 1.393
19 H 0.198 5.161 -3.989  C1 1.091
20 H -1.383 4.368 -3.860  C1 1.095
21 H -0.550 4.928 -2.397  C1 1.096
22 H -0.531 3.080 -1.395  C3 1.094
23 H -0.589 1.630 -2.358  C3 1.091
24 H 1.261 2.026 -0.414  C4 1.090
25 H 1.466 0.914 -1.723  C4 1.087
26 H 3.446 2.146 -1.577  C5 1.093
27 H 2.638 2.770 -3.036  C5 1.090
28 H 2.749 4.094 -0.288  C6 1.093
29 H 1.662 4.625 -1.548  C6 1.090
30 H 3.967 4.607 -2.970  C7 1.095
31 H 4.706 5.004 -0.061  C8 1.087
32 H 5.608 4.343 -1.417  C8 1.089
33 H 6.302 6.366 -2.088  N9 1.023
34 H 6.346 6.572 -0.467  N9 1.027
35 H 4.150 7.578 -0.514  C10 1.093
36 H 4.033 9.840 -0.140  O12 0.971
37 H 4.590 6.991 -3.439  C14 1.111
38 C -2.311 -1.976 0.006  S39 1.783, H42 1.089, H43 1.089, H44 1.088
39 S -0.664 -1.367 -0.300  C38 1.783, O40 1.497, C41 1.795
40 O -0.708 0.125 -0.183  S39 1.497
41 C -0.658 -1.735 -2.056  S39 1.795, H45 1.090, H46 1.090, H47 1.089
42 H -2.549 -1.798 1.053  C38 1.089
43 H -3.003 -1.442 -0.644  C38 1.089
44 H -2.354 -3.046 -0.188  C38 1.088
45 H -1.499 -1.224 -2.524  C41 1.090
46 H -0.745 -2.813 -2.192  C41 1.090
47 H 0.290 -1.386 -2.464  C41 1.089
48 C -4.132 -6.473 2.391  S49 1.790, H52 1.086, H53 1.089, H54 1.089
49 S -4.967 -5.198 1.451  C48 1.790, O50 1.494, C51 1.790
50 O -3.941 -4.571 0.564  S49 1.494
51 C -5.205 -4.064 2.816  S49 1.790, H55 1.088, H56 1.089, H57 1.087
52 H -3.846 -7.268 1.709  C48 1.086
53 H -3.241 -6.057 2.859  C48 1.089
54 H -4.808 -6.871 3.146  C48 1.089
55 H -4.237 -3.817 3.247  C51 1.088
56 H -5.847 -4.517 3.570  C51 1.089
57 H -5.677 -3.163 2.433  C51 1.087
58 C 5.659 -1.957 -0.274  S59 1.793, H62 1.088, H63 1.090, H64 1.090
59 S 5.238 -0.314 0.306  C58 1.793, O60 1.487, C61 1.800
60 O 4.155 0.183 -0.584  S59 1.487
61 C 6.760 0.476 -0.242  S59 1.800, H65 1.090, H66 1.090, H67 1.089
62 H 4.805 -2.598 -0.067  C58 1.088
63 H 5.848 -1.922 -1.347  C58 1.090
64 H 6.533 -2.321 0.266  C58 1.090
65 H 6.871 0.337 -1.317  C61 1.090
66 H 7.607 0.050 0.294  C61 1.090
67 H 6.676 1.535 -0.005  C61 1.089
68 C -5.450 1.084 -2.434  S69 1.795, H72 1.088, H73 1.090, H74 1.090
69 S -5.123 -0.446 -3.312  C68 1.795, O70 1.488, C71 1.795
70 O -3.862 -0.991 -2.740  S69 1.488
71 C -4.682 0.312 -4.878  S69 1.795, H75 1.090, H76 1.090, H77 1.088
72 H -5.695 0.821 -1.407  C68 1.088
73 H -4.555 1.706 -2.455  C68 1.090
74 H -6.294 1.595 -2.897  C68 1.090
75 H -3.846 0.994 -4.723  C71 1.090
76 H -5.546 0.840 -5.281  C71 1.090
77 H -4.392 -0.488 -5.555  C71 1.088
78 C -3.375 -11.014 2.120  S79 1.795, H82 1.088, H83 1.090, H84 1.090
79 S -3.291 -10.363 3.791  C78 1.795, O80 1.488, C81 1.795
80 O -2.957 -8.918 3.665  S79 1.488
81 C -1.773 -11.201 4.253  S79 1.795, H85 1.090, H86 1.090, H87 1.088
82 H -4.243 -10.567 1.640  C78 1.088
83 H -2.467 -10.739 1.583  C78 1.090
84 H -3.493 -12.096 2.158  C78 1.090
85 H -0.981 -10.913 3.562  C81 1.090
86 H -1.934 -12.279 4.236  C81 1.090
87 H -1.521 -10.882 5.262  C81 1.088
88 C -3.847 -1.226 7.452  S89 1.796, H92 1.088, H93 1.090, H94 1.090
89 S -3.862 -1.387 5.664  C88 1.796, O90 1.486, C91 1.797
90 O -5.093 -2.147 5.322  S89 1.486
91 C -2.491 -2.544 5.564  S89 1.797, H95 1.090, H96 1.090, H97 1.088
92 H -4.672 -0.572 7.724  C88 1.088
93 H -3.988 -2.209 7.901  C88 1.090
94 H -2.904 -0.783 7.770  C88 1.090
95 H -2.727 -3.434 6.146  C91 1.090
96 H -1.585 -2.064 5.935  C91 1.090
97 H -2.359 -2.807 4.516  C91 1.088